The following is a quantum chemistry calculation of 2 unconnected molecules or ions with the total composition C4H12O2Si at a distorted geometry, from the OMol25 dataset.

The relative energy (zero: lowest compared OMol25 entry of this formula, charge and spin) is 147.15 kcal/mol. The calculation puts the max |F| at 4.34 eV/Å. The calculation puts the HOMO-LUMO gap (spin up / spin down) at 8.94 / 9.31 eV. The highest occupied orbital energy (spin up / spin down) comes out at -10.16 / -10.09 eV.

Element x y z (Å)
Si: -1.45 -0.19 -0.32
O: 1.47 -1.01 0.00
O: -0.09 0.19 0.35
C: 2.43 -0.36 -0.66
C: -2.08 1.39 0.46
C: 3.25 0.65 0.08
C: -2.54 -1.54 0.40
H: 4.06 0.85 -0.49
H: -1.94 1.13 1.57
H: -1.53 -0.22 -1.83
H: -1.86 -2.35 0.85
H: -3.03 -2.09 -0.38
H: 2.09 0.00 -1.57
H: -3.11 1.62 0.17
H: -1.41 2.33 0.16
H: 3.08 -1.27 -0.94
H: 2.65 1.65 0.08
H: -3.35 -1.12 0.96
H: 3.39 0.34 1.10

---

The following is a quantum chemistry calculation of C5H4O2 in the gas phase, from the OMol25 dataset.

The SMILES is O=C1C=CCC1=O. The relative energy (zero: lowest compared OMol25 entry of this formula, charge and spin) is 17.69 kcal/mol. The calculation puts the max |F| at 0.73 eV/Å. The calculation puts the HOMO-LUMO gap at 8.89 eV. The highest occupied orbital energy comes out at -9.40 eV.

Element x y z (Å)
O: 1.83 1.44 0.93
O: -0.56 2.28 -0.62
C: -0.12 -1.18 -0.14
C: 1.12 -0.75 0.12
C: -1.15 -0.07 -0.15
C: -0.28 1.17 -0.27
C: 1.08 0.72 0.33
H: -0.37 -2.21 -0.38
H: -1.99 -0.23 -0.82
H: -1.59 0.17 0.83
H: 2.03 -1.33 0.15

---

The following is a quantum chemistry calculation of a molecular structure, C41H43MgN6O3PTe at a distorted geometry, from the OMol25 dataset.

The relative energy (zero: lowest compared OMol25 entry of this formula, charge and spin) is 6.89 kcal/mol. The calculation puts the max |F| at 1.57 eV/Å. The calculation puts the HOMO-LUMO gap at 6.26 eV. The highest occupied orbital energy comes out at -6.61 eV.

Element x y z (Å)
Te: 1.17 -0.80 5.44
P: -0.02 -0.88 3.41
Mg: 0.90 1.00 0.62
O: -0.22 -2.41 2.88
O: 0.22 -0.17 2.11
O: -1.49 -0.45 3.98
N: -0.21 -0.38 -0.69
N: 1.41 -0.51 -2.38
N: 2.58 1.25 2.07
N: 0.37 2.59 1.86
N: -0.63 -1.49 -2.69
N: -0.19 2.73 -0.60
C: -3.82 -0.38 0.11
C: -0.24 -0.86 -5.02
C: -0.79 3.18 1.62
C: 4.34 2.35 -1.65
C: 4.42 1.53 -2.76
C: -1.46 -4.20 3.95
C: -2.38 4.01 -1.71
C: -1.37 3.50 -2.52
C: -2.55 0.05 -0.22
C: -1.58 3.68 2.65
C: 0.15 -2.60 -6.66
C: 0.19 -0.76 -1.86
C: 4.63 0.70 3.14
C: -1.12 3.27 0.19
C: 2.34 1.17 -0.88
C: -2.96 -2.60 0.41
C: -0.04 -3.57 -5.68
C: -1.15 3.47 3.96
C: 0.06 2.85 4.20
C: 3.53 -0.30 -4.23
C: -0.42 0.59 -4.70
C: -3.87 -0.64 4.12
C: -1.68 -2.18 0.07
C: 2.15 1.84 3.18
C: 2.41 0.43 -2.05
C: -0.31 2.85 -1.91
C: -0.29 -3.20 -4.38
C: 0.04 -1.26 -6.32
C: 0.83 2.45 3.10
C: -0.54 -3.16 0.03
C: 2.91 1.81 4.36
C: -0.37 -1.85 -4.03
C: -2.66 -0.58 3.20
C: 3.76 0.67 2.05
C: 3.31 2.16 -0.73
C: -0.11 -3.55 3.70
C: 3.45 0.57 -2.99
C: -4.03 -1.71 0.42
C: -2.25 3.90 -0.33
C: 4.20 1.29 4.31
C: -1.48 -0.83 -0.27
H: 5.62 0.27 3.07
H: 4.04 0.20 1.12
H: -3.24 4.50 -2.14
H: -1.45 -1.89 -2.26
H: -4.78 -0.68 3.53
H: 0.50 2.41 -2.49
H: -5.03 -2.07 0.66
H: 0.02 -4.62 -5.94
H: -3.13 -3.63 0.68
H: -2.50 4.21 2.46
H: 0.15 -0.51 -7.09
H: -2.11 -3.50 4.48
H: 0.35 -2.89 -7.68
H: -2.60 -1.49 2.59
H: 1.55 -0.96 -3.28
H: -1.76 3.81 4.78
H: -4.64 0.32 0.13
H: -0.42 -3.94 -3.61
H: -3.82 -1.52 4.76
H: -1.04 0.71 -3.81
H: -2.38 1.09 -0.47
H: 3.55 -1.36 -3.97
H: 2.57 2.32 5.25
H: 5.09 3.12 -1.49
H: 0.36 -2.68 0.41
H: -1.42 3.61 -3.59
H: -1.94 -4.47 3.01
H: 2.70 -0.12 -4.91
H: 0.57 -4.25 3.20
H: -3.90 0.24 4.75
H: 0.35 -3.27 4.66
H: 4.45 -0.07 -4.77
H: 3.27 2.81 0.14
H: -0.35 -3.50 -0.99
H: -0.90 1.10 -5.54
H: -3.02 4.29 0.32
H: -2.74 0.28 2.52
H: 4.82 1.32 5.19
H: 0.54 1.08 -4.51
H: 5.24 1.63 -3.46
H: -1.33 -5.09 4.56
H: -0.77 -4.03 0.64
H: 0.38 2.65 5.20

---

The following is a quantum chemistry calculation of a molecular structure, C21H21N7PPdS at a distorted geometry, from the OMol25 dataset.

As for the charge: +1. The relative energy (zero: lowest compared OMol25 entry of this formula, charge and spin) is 103.41 kcal/mol. The calculation puts the max |F| at 3.68 eV/Å. The calculation puts the HOMO-LUMO gap (spin up / spin down) at 4.26 / 3.58 eV. The highest occupied orbital energy (spin up / spin down) comes out at -8.79 / -8.43 eV.

Element x y z (Å)
Pd: 0.66 0.94 0.91
S: -2.36 3.38 2.99
P: 0.84 -1.93 -1.06
N: -1.67 -2.98 -0.41
N: 0.32 2.73 0.17
N: 1.17 -0.94 1.57
N: 2.26 -2.81 1.20
N: 1.74 0.73 -1.02
N: 0.32 0.29 -2.68
N: -1.67 -0.78 -0.68
C: 0.99 -0.18 -1.59
C: -0.54 -0.45 -3.60
C: 1.75 -1.32 2.73
C: -1.15 2.84 1.91
C: 0.73 4.40 -1.55
C: -1.21 -4.35 -0.28
C: -0.25 5.15 -0.99
C: 1.48 -1.85 0.64
C: 1.23 3.18 -0.85
C: 2.78 -4.01 0.56
C: -0.93 -1.87 -0.69
C: -0.58 3.50 0.75
C: 1.58 1.99 -1.79
C: 2.43 -2.49 2.52
C: 0.58 1.62 -2.82
C: -2.95 -2.54 -0.16
C: -2.21 1.95 3.91
C: -1.27 1.09 3.40
C: -0.89 4.77 0.20
C: -0.65 1.60 2.24
C: -2.93 -1.19 -0.33
H: -1.99 -5.03 -0.62
H: -0.34 -4.50 -0.92
H: 1.67 -0.74 3.63
H: -1.06 0.13 3.85
H: -0.56 6.07 -1.48
H: -0.02 -0.60 -4.55
H: 1.23 4.73 -2.45
H: 3.59 -4.40 1.17
H: -0.95 -4.58 0.75
H: -3.73 -3.23 0.12
H: 2.19 3.42 -0.36
H: 0.12 2.20 -3.59
H: 3.17 -3.76 -0.43
H: -3.74 -0.49 -0.23
H: -0.82 -1.41 -3.17
H: 2.00 -4.76 0.47
H: -1.64 5.38 0.67
H: -2.82 1.81 4.78
H: 2.55 2.24 -2.25
H: 3.01 -3.11 3.18
H: -1.45 0.13 -3.77